No. 1
84
Properties=species:S:1:pos:R:3:forces:R:3 method="wB97M-V/def2-TZVPD" relative_energy_ev=0.644 charge=-1 e_lumo_ev=2.1959 spin_multiplicity=1
Na 0.339499 -0.688074 2.168117 0.0 -0.3 -0.2
C 1.506277 2.906263 2.316602 -0.1 0.0 0.0
Si 0.699380 1.856902 0.895146 -0.1 1.1 0.4
C 1.746201 2.479096 -0.585560 0.1 -0.3 0.1
C 1.495991 3.441870 -1.558641 0.0 0.0 0.0
C 2.417683 3.684382 -2.571216 0.0 0.0 0.0
C 3.602943 2.966371 -2.624617 0.0 0.0 -0.1
C 3.873271 1.992385 -1.670067 -0.1 0.0 0.0
C 2.944894 1.742962 -0.666105 -0.2 0.3 -0.1
P 3.097821 0.480093 0.656404 1.1 -0.8 -0.4
C 4.924373 0.102231 0.481028 0.0 0.2 0.3
C 5.514093 -0.711721 -0.486578 0.0 0.1 0.0
C 6.882469 -0.938401 -0.478743 0.0 0.0 -0.1
C 7.687259 -0.359634 0.493375 0.0 0.0 0.0
C 7.115797 0.450049 1.462929 0.0 0.0 0.0
C 5.745484 0.670386 1.454743 0.0 0.0 -0.1
C 2.586083 -1.050684 -0.218077 0.0 -0.1 0.1
C 1.993922 -1.082306 -1.474302 0.0 0.0 0.1
C 1.850244 -2.294198 -2.139951 0.0 0.1 0.0
C 2.283345 -3.471678 -1.555560 0.0 -0.1 0.0
C 2.845729 -3.452341 -0.287224 0.0 0.0 0.0
C 2.985294 -2.249418 0.380508 -0.1 0.0 0.0
C -0.934187 2.841519 0.683675 -0.1 -0.3 -0.1
C -1.042309 4.232372 0.666001 0.0 0.1 0.0
C -2.259895 4.859371 0.452175 0.0 0.1 0.0
C -3.404722 4.097148 0.258271 -0.1 0.0 0.0
C -3.331746 2.713862 0.289290 0.0 0.0 0.0
C -2.103344 2.086989 0.507147 0.0 0.2 0.0
P -1.890840 0.265483 0.525862 -0.7 -0.3 -0.1
C -3.673659 -0.188241 0.758125 0.0 -0.1 0.1
C -4.603985 -0.543311 -0.216112 0.1 0.1 0.0
C -5.929036 -0.780713 0.130276 -0.1 0.0 -0.1
C -6.344138 -0.673228 1.448829 0.0 0.0 0.0
C -5.420954 -0.343568 2.432440 0.0 0.0 0.0
C -4.098179 -0.112257 2.088834 0.0 0.0 0.0
C -1.679580 -0.068775 -1.261872 0.1 0.0 -0.1
C -1.327669 0.920962 -2.176970 0.0 0.0 0.1
C -1.165770 0.612393 -3.520555 0.0 0.0 -0.1
C -1.362730 -0.685055 -3.968698 0.0 0.0 0.0
C -1.694666 -1.681134 -3.059789 0.0 -0.1 0.0
C -1.831538 -1.380257 -1.714597 0.0 0.0 0.0
H 1.599864 3.967469 2.068009 0.0 0.0 0.0
H 2.507761 2.531864 2.534995 0.0 0.0 0.1
H 0.913717 2.825295 3.233255 0.0 0.0 0.0
H 0.577383 4.019156 -1.522979 0.0 0.0 0.0
H 2.217962 4.449011 -3.314297 0.0 0.0 0.0
H 4.316764 3.156208 -3.417924 0.0 0.0 0.0
H 4.796635 1.431008 -1.728735 0.0 0.0 0.0
H 4.901561 -1.171693 -1.252794 0.0 0.0 0.0
H 7.324343 -1.572984 -1.238350 0.0 0.0 0.0
H 8.755484 -0.540093 0.494019 0.0 0.0 0.0
H 7.734469 0.901126 2.229597 0.0 0.0 0.0
H 5.287981 1.292756 2.216853 0.0 0.0 0.0
H 1.670774 -0.158137 -1.938552 0.0 0.0 0.0
H 1.413789 -2.311414 -3.129137 -0.1 0.0 0.0
H 2.161000 -4.414073 -2.074684 0.0 0.0 0.0
H 3.173999 -4.375087 0.174501 0.0 0.0 0.0
H 3.450835 -2.223435 1.361113 0.0 0.0 0.0
H -0.151852 4.833161 0.821381 0.0 0.0 0.0
H -2.321040 5.942056 0.436027 0.0 0.0 0.0
H -4.359082 4.582644 0.089368 0.0 0.0 0.0
H -4.231876 2.130044 0.143235 0.0 0.0 0.0
H -4.301650 -0.602412 -1.254679 0.0 0.0 0.0
H -6.646618 -1.031986 -0.642959 0.0 0.0 0.0
H -7.382385 -0.844437 1.708365 0.0 0.0 0.0
H -5.730875 -0.268607 3.468478 0.0 0.0 0.0
H -3.376252 0.150858 2.856661 0.0 -0.1 0.0
H -1.175505 1.937508 -1.838644 0.0 0.0 0.0
H -0.886324 1.391572 -4.219830 0.0 0.0 0.0
H -1.251491 -0.920279 -5.020591 0.0 0.0 0.0
H -1.829927 -2.703211 -3.394016 0.0 0.0 0.0
H -2.055255 -2.174346 -1.013830 0.0 -0.1 0.0
S -0.278734 -3.654043 1.205677 0.3 0.2 -0.2
C -1.923896 -3.749301 1.424210 0.1 -0.2 0.3
N -2.470186 -3.374145 2.631303 -0.4 -0.1 -0.5
C -3.779790 -3.464620 2.882132 0.0 0.0 0.0
C -4.622360 -3.987805 1.945825 -0.2 0.0 0.0
C -4.038620 -4.335697 0.718076 0.3 0.1 0.1
N -2.757500 -4.225857 0.460587 -0.3 0.0 -0.2
H -1.852936 -2.873229 3.298158 0.1 0.1 0.1
H -4.111023 -3.100218 3.844547 0.1 0.0 0.0
H -5.679712 -4.089082 2.128254 0.0 0.1 0.0
H -4.650357 -4.712992 -0.096774 0.0 0.0 0.0
Br -0.978212 -1.310620 4.409603 0.0 0.2 0.5

=====

No. 2
84
Properties=species:S:1:pos:R:3:forces:R:3 method="wB97M-V/def2-TZVPD" relative_energy_ev=0.000 charge=-1 e_lumo_ev=2.2086 spin_multiplicity=1
Na 0.159384 -0.990875 2.218701 0.0 -0.1 -0.1
C 1.561385 2.845717 2.560985 0.0 0.0 0.0
Si 0.729967 1.697052 1.258948 0.1 0.0 0.0
C 1.773960 2.180908 -0.303457 0.0 0.1 0.0
C 1.358290 3.109795 -1.265652 0.0 0.0 0.0
C 2.123018 3.413684 -2.383624 0.0 0.0 0.0
C 3.350807 2.796928 -2.571106 0.0 0.0 0.0
C 3.794711 1.873843 -1.636015 0.0 0.0 0.0
C 3.019329 1.559748 -0.520835 0.0 0.0 0.0
P 3.547144 0.278687 0.693341 0.0 0.1 0.0
C 5.355625 0.206328 0.333464 0.0 0.0 0.0
C 5.967168 -0.683770 -0.547513 0.0 0.0 0.0
C 7.341642 -0.653755 -0.745726 0.0 0.0 0.0
C 8.125947 0.273034 -0.074400 0.0 0.0 0.0
C 7.529097 1.166027 0.805670 0.0 0.0 0.0
C 6.158973 1.122768 1.013340 0.0 0.0 0.0
C 2.969553 -1.254586 -0.128226 0.0 -0.1 0.0
C 2.197207 -1.277110 -1.286224 0.0 0.0 0.0
C 1.786571 -2.486354 -1.832909 0.0 0.0 0.0
C 2.144828 -3.684314 -1.235312 0.0 0.0 0.0
C 2.900795 -3.673769 -0.070165 0.0 0.0 0.0
C 3.298440 -2.466829 0.483141 0.0 0.0 0.0
C -0.928571 2.646699 0.916073 0.0 0.0 0.0
C -0.990955 4.043767 1.014562 0.0 0.0 0.0
C -2.156227 4.756442 0.785687 0.0 0.0 0.0
C -3.317369 4.078907 0.438724 0.0 0.0 0.0
C -3.297063 2.698792 0.341333 0.0 0.0 0.0
C -2.123776 1.978698 0.588675 0.0 0.0 0.0
P -2.122975 0.137513 0.507841 0.0 0.0 0.0
C -3.926286 -0.194579 0.665418 0.0 0.0 0.1
C -4.804599 -0.560368 -0.349726 0.0 0.0 0.0
C -6.154904 -0.756094 -0.079664 0.0 0.0 0.0
C -6.649712 -0.567487 1.202108 0.0 0.0 0.0
C -5.781176 -0.205122 2.224863 0.0 0.0 0.0
C -4.430740 -0.040711 1.961428 0.0 0.0 0.0
C -1.774483 -0.181915 -1.262746 0.0 0.0 0.0
C -1.193047 0.787395 -2.075882 0.0 0.0 0.0
C -0.805033 0.487237 -3.375336 0.0 0.0 0.0
C -1.013989 -0.783604 -3.889592 0.0 0.0 0.0
C -1.595974 -1.758587 -3.088240 0.0 0.0 0.0
C -1.955230 -1.466502 -1.782110 0.0 0.0 0.0
H 1.734977 3.873099 2.226017 0.0 0.0 0.0
H 2.531196 2.421361 2.834806 0.0 0.0 0.0
H 0.950327 2.875901 3.467490 0.0 0.0 0.0
H 0.408952 3.617630 -1.136812 0.0 0.0 0.0
H 1.761052 4.138850 -3.104469 0.0 0.0 0.0
H 3.959902 3.028191 -3.436982 0.0 0.0 0.0
H 4.752648 1.390942 -1.786421 0.0 0.0 0.0
H 5.362468 -1.402749 -1.086461 0.0 0.0 0.0
H 7.799876 -1.354152 -1.433684 0.0 0.0 0.0
H 9.197157 0.297278 -0.232241 0.0 0.0 0.0
H 8.132915 1.891072 1.337573 0.0 0.0 0.0
H 5.695650 1.811763 1.711684 0.0 0.0 0.0
H 1.905107 -0.347890 -1.760084 0.0 0.0 0.0
H 1.165162 -2.484332 -2.718929 0.0 0.0 0.0
H 1.802351 -4.622958 -1.651328 0.0 0.0 0.0
H 3.160043 -4.604519 0.418843 0.0 0.0 0.0
H 3.878920 -2.459976 1.400443 0.0 0.0 0.0
H -0.091143 4.590131 1.274259 0.0 0.0 0.0
H -2.159551 5.837132 0.874234 0.0 0.0 0.0
H -4.237149 4.620181 0.250562 0.0 0.0 0.0
H -4.210065 2.179616 0.077730 0.0 0.0 0.0
H -4.438743 -0.678847 -1.362087 0.0 0.0 0.0
H -6.825293 -1.038350 -0.883020 0.0 0.0 0.0
H -7.704912 -0.705662 1.404928 0.0 0.0 0.0
H -6.153949 -0.061332 3.232053 0.0 0.0 0.0
H -3.748017 0.215825 2.766945 0.0 0.0 0.0
H -1.027189 1.783970 -1.690334 0.0 0.0 0.0
H -0.332669 1.252658 -3.979407 0.0 0.0 0.0
H -0.715378 -1.017745 -4.904393 0.0 0.0 0.0
H -1.747121 -2.761683 -3.468655 0.0 0.0 0.0
H -2.363692 -2.255624 -1.163490 0.0 0.0 0.0
S -0.607312 -3.574071 0.788350 0.0 0.1 0.1
C -2.237217 -3.638685 1.155660 0.0 -0.1 0.0
N -2.700548 -3.144748 2.347781 0.0 0.0 0.0
C -3.989952 -3.136757 2.697113 0.0 0.0 0.0
C -4.921377 -3.667729 1.855423 0.0 0.0 0.0
C -4.421585 -4.169977 0.644380 0.0 0.0 0.0
N -3.156917 -4.169757 0.297915 0.0 0.0 0.0
H -2.037986 -2.692171 3.007433 0.0 0.0 0.0
H -4.201077 -2.682937 3.656515 0.0 0.0 0.0
H -5.973537 -3.664985 2.088922 0.0 0.0 0.0
H -5.107333 -4.591002 -0.086136 0.0 0.0 0.0
Br -1.260750 -1.350576 4.558028 -0.1 0.0 0.1

=====

Let's list energy in order: -5799.75262, -5799.77630 hartree.
Let's list HOMO level in order: -3.43, -3.54 eV.
Let's list HOMO-LUMO gap in order: 5.6, 5.8 eV.